1.
Computed, not measured: a molecular structure, C4BrCrF12O12S4 at a distorted geometry, with the ωB97M-V functional and the def2-TZVPD basis.

Geometry as XYZ:
```
34
Properties=species:S:1:pos:R:3:forces:R:3
Cr 0.140 -0.688 0.557 -1.010 1.210 -1.169
Br 0.797 -2.675 1.895 0.303 -0.956 0.523
C -4.091 -0.433 -1.674 4.827 0.249 0.859
F -4.582 -1.134 -0.713 -1.551 -1.399 1.227
F -4.737 -0.510 -2.768 -1.722 -0.598 -2.080
F -4.040 0.815 -1.291 -0.388 1.971 0.495
S -2.268 -0.991 -1.928 2.668 -2.861 -3.987
O -1.705 -0.210 -3.097 -2.053 -1.187 3.249
O -1.481 -0.832 -0.675 -2.201 0.720 -0.449
O -2.404 -2.463 -2.237 -0.497 3.084 0.812
C -2.705 2.345 2.442 1.822 -0.450 -0.575
F -1.740 3.235 2.057 -0.762 -0.948 0.368
F -3.485 2.984 3.302 -0.223 -0.302 0.216
F -3.398 1.987 1.367 -0.152 0.295 0.146
S -1.924 0.715 3.144 -1.793 -2.960 -0.361
O -1.339 0.979 4.419 0.979 1.181 0.229
O -3.062 -0.240 3.322 1.738 2.028 -1.395
O -0.943 0.322 2.066 -0.979 0.543 1.078
C 3.518 -2.026 -1.805 -1.399 -0.786 -1.683
F 3.960 -0.792 -1.618 0.320 -0.748 0.130
F 4.203 -2.625 -2.859 -0.378 0.866 1.520
F 3.667 -2.802 -0.716 0.517 0.615 -0.235
S 1.678 -2.027 -2.285 -1.760 -1.404 -2.441
O 1.269 -3.424 -2.421 1.344 0.836 0.577
O 1.003 -1.409 -1.146 0.729 0.038 1.266
O 1.529 -1.273 -3.517 1.070 -0.177 1.385
C 3.371 1.328 1.391 -0.879 0.012 -2.043
F 2.702 1.140 2.498 -0.235 -0.558 1.256
F 4.346 2.196 1.620 0.456 -0.007 0.022
F 3.902 0.146 0.966 -0.170 0.783 0.575
S 2.146 2.000 0.112 -0.120 1.778 -1.281
O 2.944 2.238 -1.095 -0.759 -0.845 1.524
O 1.148 0.904 -0.009 1.502 1.525 0.296
O 1.581 3.220 0.692 0.756 -1.548 -0.055
```
Positions in Å, forces in eV/Å.

E	-203135.6719	eV
expectation value of S²	8.758
net charge	-2
HOMO level (spin up / spin down)	-3.72 / -4.23	eV
spin multiplicity	6
LUMO energy (spin up / spin down)	4.244 / -0.266	eV

---

2.
Computed, not measured: 10 unconnected molecules or ions with the total composition C38H72Cl2O18S7 at a distorted geometry, with the ωB97M-V functional and the def2-TZVPD basis.

Geometry as XYZ:
```
137
Properties=species:S:1:pos:R:3:forces:R:3
O 1.997 3.192 -0.648 0.198 0.288 0.098
S 2.667 4.245 -1.384 1.306 0.324 -0.495
O 1.935 5.047 -2.327 -0.059 -0.317 -0.185
C 3.533 5.399 -0.246 0.137 -1.018 -0.238
C 4.943 4.817 -0.142 0.339 -0.038 1.007
C 5.353 4.386 -1.551 -0.023 0.268 -0.146
C 4.243 3.516 -2.131 -0.738 0.647 0.775
H 2.860 5.408 0.607 0.449 0.081 0.363
H 3.668 6.395 -0.661 -0.686 -0.041 -0.370
H 5.631 5.562 0.265 -0.050 0.209 -0.277
H 5.058 4.010 0.588 -0.499 -0.246 -0.323
H 6.304 3.857 -1.561 -0.002 -0.022 0.062
H 5.483 5.291 -2.150 -0.023 -0.052 -0.113
H 4.337 2.504 -1.744 -0.255 -0.110 -0.148
H 4.163 3.554 -3.212 -0.103 -0.091 -0.008
O -4.310 3.695 2.215 0.323 -0.671 -0.085
S -3.674 2.537 2.818 -1.153 0.872 0.812
O -2.268 2.321 2.690 0.773 -0.170 -0.478
C -4.154 2.550 4.552 1.201 -0.446 0.293
C -5.531 1.934 4.557 -0.309 0.580 0.740
C -5.518 0.744 3.617 -0.838 -0.140 -1.105
C -4.602 1.057 2.421 0.448 -1.159 -0.634
H -3.972 3.541 4.964 -0.559 0.213 -0.288
H -3.433 1.935 5.102 -0.016 -0.255 -0.310
H -5.807 1.594 5.556 -0.029 0.211 0.015
H -6.244 2.702 4.248 -0.127 -0.211 -0.086
H -6.519 0.568 3.215 -0.050 0.090 0.154
H -5.275 -0.192 4.118 0.503 0.169 0.047
H -5.082 1.134 1.442 -0.420 0.668 0.273
H -3.908 0.238 2.211 0.351 0.197 0.472
O 0.981 -2.948 -4.248 0.050 -0.324 -0.093
S 0.110 -4.074 -4.537 -0.574 -0.261 -0.162
O 0.616 -5.284 -5.168 0.148 0.805 0.504
C -0.834 -4.463 -3.042 0.470 -0.724 -0.158
C -2.113 -3.639 -3.094 -0.273 0.064 -0.160
C -2.244 -2.881 -4.456 -0.186 0.442 0.315
C -1.304 -3.471 -5.498 0.274 -0.911 0.720
H -0.193 -4.349 -2.167 -0.085 0.509 -0.170
H -0.987 -5.544 -3.071 -0.277 0.045 -0.292
H -3.007 -4.259 -3.011 0.266 -0.422 0.071
H -2.193 -2.966 -2.243 0.207 0.204 -0.132
H -2.073 -1.815 -4.308 0.097 -0.015 -0.026
H -3.284 -3.012 -4.750 0.066 0.248 -0.369
H -0.903 -2.856 -6.297 -0.194 0.284 0.097
H -1.722 -4.390 -5.911 0.008 0.063 -0.171
O -1.663 -1.890 0.044 -0.149 0.602 -0.519
S -1.184 -0.798 -0.800 1.297 0.394 0.567
O -2.010 -0.317 -1.879 -0.378 -0.390 -0.194
C -0.666 0.617 0.189 -0.171 0.149 -0.182
C 0.743 0.296 0.688 -1.406 -0.271 -0.164
C 1.446 -0.354 -0.507 1.131 0.179 0.741
C 0.505 -1.183 -1.367 -0.396 -0.106 -0.322
H -1.414 0.811 0.956 0.027 0.089 0.010
H -0.658 1.422 -0.550 -0.026 0.165 0.163
H 1.270 1.169 1.062 -0.071 0.139 -0.199
H 0.592 -0.377 1.537 0.401 0.090 -0.403
H 2.295 -0.908 -0.094 -0.196 -0.122 -0.540
H 1.884 0.431 -1.127 -0.102 0.127 0.076
H 0.660 -2.262 -1.349 -0.126 0.008 0.303
H 0.576 -0.864 -2.406 -0.249 -0.064 -0.044
O 0.543 -4.428 -0.226 0.257 -0.273 0.625
S 0.622 -4.815 1.181 0.721 0.684 0.109
O 0.263 -6.161 1.562 -0.108 0.426 -0.144
C 2.273 -4.391 1.839 -1.051 0.142 0.731
C 2.127 -2.916 2.140 0.389 1.467 -1.694
C 0.784 -2.595 2.800 0.499 -1.168 0.160
C -0.259 -3.513 2.147 0.040 -1.593 0.078
H 3.105 -4.676 1.205 -0.154 -0.010 -0.242
H 2.323 -4.907 2.802 0.111 -0.344 -0.182
H 3.019 -2.500 2.605 -0.200 -0.199 0.541
H 2.089 -2.329 1.211 0.266 -0.560 -0.176
H 0.545 -1.545 2.666 -0.070 -0.257 0.519
H 0.905 -2.874 3.848 -0.524 0.373 0.130
H -0.967 -3.139 1.410 0.202 0.474 0.318
H -0.777 -4.107 2.900 -0.214 0.155 -0.022
O -7.376 -0.508 -0.832 1.159 0.372 -0.297
S -6.019 -0.514 -1.394 -1.636 -0.567 0.841
O -5.283 0.726 -1.534 -0.248 -0.616 0.145
C -5.137 -1.809 -0.487 0.503 0.074 -0.704
C -5.562 -3.128 -1.123 0.339 0.005 0.140
C -5.827 -2.886 -2.623 -0.820 -0.536 -0.276
C -6.175 -1.420 -2.941 0.825 0.077 0.088
H -5.335 -1.742 0.579 -0.033 0.250 -0.017
H -4.076 -1.686 -0.716 0.000 0.318 0.308
H -4.729 -3.824 -1.007 -0.030 -0.026 -0.041
H -6.405 -3.610 -0.632 -0.198 0.361 -0.003
H -6.671 -3.522 -2.894 -0.016 0.107 -0.141
H -5.008 -3.256 -3.234 0.220 0.309 0.035
H -7.195 -1.268 -3.276 -0.034 0.020 0.054
H -5.480 -0.954 -3.639 -0.017 -0.097 -0.061
O 6.143 -1.271 -1.600 -0.320 -0.268 0.307
S 5.031 -2.108 -1.198 -0.625 0.042 -0.328
O 4.253 -1.771 -0.013 0.687 -0.110 -0.129
C 3.880 -2.309 -2.575 -0.062 -0.816 -0.676
C 3.759 -3.838 -2.792 1.104 0.816 -0.015
C 5.144 -4.419 -2.466 0.452 -0.122 0.683
C 5.560 -3.857 -1.105 -1.158 1.200 0.079
H 4.305 -1.898 -3.490 0.251 0.338 0.266
H 2.906 -1.858 -2.410 0.183 0.178 0.339
H 2.969 -4.221 -2.149 -0.076 -0.369 -0.310
H 3.658 -4.013 -3.859 -0.968 -0.189 0.129
H 5.861 -4.117 -3.230 -0.021 -0.161 -0.076
H 5.093 -5.505 -2.396 0.168 -0.020 -0.230
H 6.577 -3.771 -0.735 0.181 -0.589 -0.326
H 4.872 -4.272 -0.368 0.329 -0.063 0.296
O 0.321 2.778 4.743 -0.089 -0.584 -0.173
C 0.243 3.671 3.958 0.489 0.158 0.570
C 1.182 3.995 2.806 -1.105 0.022 -0.884
C 0.537 5.244 2.173 0.562 0.361 0.150
C -0.379 5.760 3.272 -0.528 0.191 -0.500
O -0.667 4.651 4.123 -0.062 0.393 -0.066
H 2.192 4.060 3.204 0.083 0.200 -0.112
H 1.111 3.225 2.038 0.348 -0.390 0.343
H 1.235 6.023 1.866 0.115 -0.035 0.159
H -0.046 5.018 1.282 0.030 -0.402 0.061
H 0.082 6.572 3.836 -0.067 -0.112 0.229
H -1.324 6.093 2.844 -0.011 0.159 0.201
O 2.942 1.223 5.132 0.033 -0.240 0.321
C 3.588 1.241 4.134 -0.793 -0.232 -0.003
C 3.510 0.289 2.936 0.433 0.790 0.005
C 4.174 1.126 1.841 0.622 -0.647 -0.039
C 5.153 1.957 2.653 0.440 -0.020 0.060
O 4.490 2.224 3.895 0.290 0.086 -0.238
H 4.118 -0.592 3.146 -0.023 -0.031 0.089
H 2.497 -0.024 2.705 -0.055 0.076 0.277
H 4.734 0.456 1.189 -0.248 0.270 -0.443
H 3.465 1.744 1.293 -0.045 0.009 -0.098
H 6.071 1.393 2.855 -0.119 -0.110 0.087
H 5.493 2.896 2.216 -0.371 0.051 0.042
Cl -2.149 4.105 -0.534 0.141 0.056 0.134
C -3.385 3.100 -1.342 -0.186 0.557 -0.110
C -4.350 3.951 -2.138 0.155 0.357 -0.220
Cl -3.502 4.940 -3.392 -0.202 -0.305 0.069
H -3.960 2.611 -0.561 0.154 -0.265 -0.055
H -2.839 2.413 -1.980 -0.191 -0.240 0.080
H -4.882 4.673 -1.526 0.105 -0.079 0.196
H -5.083 3.327 -2.643 0.129 -0.109 -0.047
```
Positions in Å, forces in eV/Å.

E	-178318.3543	eV
energy above the lowest of the compared OMol25 structures with the same formula, charge and spin	26.0	kcal per mole
structure (SMILES)	O=S1(=O)CCCC1.O=S1(=O)CCCC1.O=S1(=O)CCCC1.O=S1(=O)CCCC1.O=S1(=O)CCCC1.O=S1(=O)CCCC1.O=S1(=O)CCCC1.O=C1CCCO1.O=C1CCCO1.ClCCCl
net charge	0
HOMO level	-9.69	eV
LUMO energy	0.255	eV

---

3.
Computed, not measured: a molecular structure, C2H4LiO2Ru at a distorted geometry, with the ωB97M-V functional and the def2-TZVPD basis.

Geometry as XYZ:
```
10
Properties=species:S:1:pos:R:3:forces:R:3
O 2.191 -0.156 1.782 -1.112 -0.097 -0.139
H 2.805 -0.456 2.449 0.022 0.025 -0.046
C 0.078 -0.225 -1.568 -0.650 0.030 0.696
C -0.971 0.258 -0.871 0.383 -0.772 -2.682
O -1.101 0.243 0.451 0.474 -0.342 0.879
H 0.886 -0.783 -1.084 -0.024 0.530 -0.106
H 0.094 -0.138 -2.654 -0.124 -0.093 0.394
H -1.872 0.558 -1.431 0.450 0.372 0.258
Ru -2.594 0.897 1.528 -0.767 0.345 0.548
Li 0.484 -0.197 1.398 1.347 0.005 0.198
```
Positions in Å, forces in eV/Å.

E	-9015.9407	eV
expectation value of S²	8.756
net charge	0
HOMO level (spin up / spin down)	-7.98 / -7.97	eV
spin multiplicity	6
LUMO energy (spin up / spin down)	-0.349 / -2.489	eV

---

4.
Computed, not measured: C4H6O2 in the gas phase at a distorted geometry, with the ωB97M-V functional and the def2-TZVPD basis.

Geometry as XYZ:
```
12
Properties=species:S:1:pos:R:3:forces:R:3
O 2.517 -0.459 0.331 -0.533 0.190 -0.034
C 1.514 0.193 0.239 0.474 0.296 0.387
C 0.232 0.018 -0.509 0.203 -0.072 0.157
O -0.056 1.172 -1.252 -0.014 0.186 0.175
C -0.886 -0.977 -0.553 0.069 0.062 -0.161
C -0.663 -0.139 0.704 0.095 0.097 0.493
H 1.244 1.104 0.922 1.387 -0.662 -0.866
H -0.619 1.765 -0.735 0.001 -0.001 -0.115
H -0.722 -2.046 -0.405 0.024 0.411 0.139
H -1.619 -0.757 -1.323 0.073 0.109 0.247
H -0.241 -0.771 1.481 0.080 0.059 -0.010
H -0.701 0.897 1.099 -1.858 -0.676 -0.412
```
Positions in Å, forces in eV/Å.

E	-8336.8223	eV
energy above the lowest of the compared OMol25 structures with the same formula, charge and spin	83.9	kcal per mole
structure (SMILES)	O=CC1(O)CC1
net charge	0
HOMO level	-9.86	eV
LUMO energy	0.784	eV

---

5.
Computed, not measured: C5H11NO2 in the gas phase at a distorted geometry, with the ωB97M-V functional and the def2-TZVPD basis.

Geometry as XYZ:
```
19
Properties=species:S:1:pos:R:3:forces:R:3
C -1.965 -1.383 -0.732 0.291 1.017 -1.115
C -1.228 -0.606 0.334 -1.262 0.448 2.854
C -0.052 0.231 0.014 2.367 -1.002 -2.446
C 1.102 -0.529 -0.676 -0.017 -0.181 -0.051
C 0.636 0.813 1.211 -3.995 -0.630 0.711
O 1.858 1.303 0.918 4.158 3.461 -1.091
N 1.763 2.544 0.091 1.887 2.747 -2.086
O 2.744 3.106 -0.438 -4.014 -4.619 3.770
H -2.110 -0.557 -1.465 -0.398 -1.125 -0.398
H -2.936 -1.738 -0.383 0.123 0.116 -0.012
H -1.422 -2.257 -1.191 -0.293 1.113 0.525
H -1.888 0.150 0.910 0.133 -1.217 -1.115
H -0.972 -1.269 1.140 0.447 -0.651 0.572
H -0.376 0.976 -0.693 -0.094 0.847 -0.155
H 1.384 -1.368 -0.037 0.214 -0.073 -0.042
H 1.996 0.080 -0.886 -0.488 -0.260 0.279
H 0.815 -0.912 -1.621 -0.499 -0.630 -0.975
H 0.829 -0.044 1.865 -0.004 0.366 0.346
H -0.178 1.460 1.639 1.446 0.273 0.429
```
Positions in Å, forces in eV/Å.

E	-10944.1114	eV
energy above the lowest of the compared OMol25 structures with the same formula, charge and spin	118.9	kcal per mole
structure (SMILES)	CC[C@H](C)CON=O
net charge	0
HOMO level	-10.26	eV
LUMO energy	-0.632	eV